C10H30N6O4Rb | ωB97M-V/def2-TZVPD

Structure (XYZ):
```
51
Properties=species:S:1:pos:R:3:mulliken_charge:R:1
Rb -1.28 -1.65 2.74 0.96
C -2.99 -5.04 -1.64 0.72
O -2.63 -4.36 -0.70 -0.67
N -4.12 -4.83 -2.33 -0.41
N -2.08 -5.82 -2.12 -0.41
H -4.27 -5.46 -3.11 0.18
H -4.71 -4.07 -2.02 0.22
H -1.30 -5.95 -1.49 0.22
H -2.31 -6.38 -2.93 0.17
C 2.84 -4.71 0.67 0.68
O 2.40 -3.66 1.02 -0.70
N 2.85 -4.97 -0.57 -0.39
N 3.43 -5.56 1.48 -0.37
H 2.94 -5.96 -0.76 0.18
H 2.48 -4.28 -1.20 0.23
H 3.71 -6.48 1.16 0.15
H 3.61 -5.37 2.46 0.21
C 1.37 0.73 -2.67 -1.57
C 0.12 -0.12 -2.37 0.70
C -1.19 0.61 -2.63 -0.82
O -1.55 1.55 -1.59 -0.21
C -2.66 2.36 -1.86 -0.77
N 0.22 -1.22 -3.27 -0.74
H 1.46 1.17 -3.66 0.35
H 2.26 0.10 -2.75 0.38
H 1.31 1.60 -2.02 0.36
H 0.12 -0.39 -1.32 0.24
H -1.93 -0.17 -2.77 0.35
H -1.17 1.14 -3.58 0.35
H -2.57 2.77 -2.87 0.32
H -2.73 3.22 -1.20 0.23
H -3.62 1.85 -1.76 0.31
H -0.41 -1.07 -4.04 0.28
H -0.30 -1.95 -2.79 0.25
C 0.78 2.90 4.86 -1.35
C 0.43 3.65 3.56 0.34
C 1.50 4.67 3.05 -0.73
O 1.38 5.36 1.75 -0.32
C 0.36 6.38 1.68 -0.66
N 0.47 2.58 2.58 -0.66
H 1.70 2.33 4.71 0.28
H -0.03 2.22 5.14 0.30
H 0.83 3.51 5.76 0.39
H -0.56 4.09 3.58 0.34
H 2.39 4.07 2.86 0.33
H 1.79 5.34 3.85 0.37
H 0.12 6.65 0.65 0.28
H 0.50 7.27 2.29 0.29
H -0.53 5.88 2.05 0.25
H 0.11 3.05 1.77 0.27
H 1.44 2.42 2.34 0.30
```

The total energy comes out at -1052.3597 Eh. For the HOMO energy, the calculation gives -11.448 eV. Its spin multiplicity is 1. As for the charge: +1. The energy above the lowest of the compared OMol25 structures with the same formula, charge and spin is 3.756 eV.


C10H30O15V3 | ωB97M-V/def2-TZVPD

Structure (XYZ):
```
58
Properties=species:S:1:pos:R:3:mulliken_charge:R:1
O -30.33 20.50 6.44 -0.56
V -28.91 21.11 6.87 1.08
O -29.20 22.60 7.30 -0.48
O -24.71 19.43 2.00 -0.42
V -25.83 20.51 1.88 1.22
O -25.66 21.20 0.46 -0.56
O -29.93 23.98 4.53 -0.47
V -28.87 23.48 3.44 1.08
O -28.86 24.44 2.18 -0.49
C -27.62 21.07 3.85 2.47
O -26.84 20.02 3.88 -0.54
O -28.25 21.58 4.84 -0.27
O -27.58 21.76 2.74 -1.12
O -26.82 21.57 7.67 -0.51
H -26.45 22.35 8.10 0.29
H -26.18 21.37 6.92 0.57
O -30.32 22.21 2.46 -0.46
H -30.30 21.26 2.10 0.32
H -31.20 22.57 2.29 0.30
O -27.79 19.21 6.41 -0.43
H -27.77 18.27 6.64 0.29
H -27.47 19.26 5.48 0.17
C -23.98 15.53 3.86 -1.13
C -25.47 15.30 3.78 0.24
C -26.27 16.58 4.03 -0.69
O -25.87 14.81 2.49 -0.55
H -23.70 16.36 3.22 0.23
H -23.47 14.63 3.51 0.42
H -23.68 15.72 4.89 0.29
H -25.82 14.56 4.52 0.26
H -26.14 16.88 5.08 0.34
H -27.34 16.44 3.83 0.23
H -25.97 17.40 3.37 -0.07
H -25.40 13.99 2.32 0.33
C -30.64 16.79 1.70 -1.36
C -30.80 18.19 2.25 0.34
C -30.00 18.43 3.50 -0.45
O -30.28 19.15 1.26 -0.51
H -31.04 16.08 2.44 0.37
H -29.58 16.57 1.59 0.31
H -31.19 16.65 0.78 0.41
H -31.85 18.44 2.44 0.26
H -30.32 17.72 4.27 0.48
H -30.21 19.42 3.91 0.02
H -28.93 18.34 3.33 -0.21
H -30.85 19.14 0.48 0.31
C -23.39 19.43 5.02 -1.04
C -24.13 19.94 6.23 1.03
C -23.23 20.48 7.30 -1.52
O -24.98 21.06 5.80 -0.77
H -22.87 20.28 4.57 0.31
H -24.09 18.98 4.32 -0.05
H -22.68 18.65 5.30 0.43
H -24.75 19.13 6.65 0.01
H -22.57 21.25 6.91 0.35
H -22.55 19.68 7.63 0.41
H -23.80 20.79 8.17 0.37
H -25.58 20.75 5.11 0.10
```

The total energy comes out at -4359.4795 Eh. For the HOMO energy, the calculation gives -12.636 eV. Its spin multiplicity is 1. As for the charge: +1.